Entry A
{
  "formula": "C3H12N2O2",
  "method": "wB97M-V/def2-TZVPD",
  "species": ["N", "C", "C", "N", "C", "O", "H", "H", "H", "H", "H", "H", "H", "H", "H", "H", "O", "H", "H"],
  "xyz": [[-0.68, 1.65, -0.52], [0.55, 1.32, 0.25], [0.50, -0.12, 0.82], [1.16, -0.10, 2.11], [0.84, -1.23, -0.11], [-0.25, -2.07, -0.40], [-1.58, 1.61, -0.08], [-0.59, 2.59, -0.90], [1.41, 1.49, -0.38], [0.59, 2.01, 1.10], [-0.61, -0.30, 1.04], [2.16, -0.33, 2.03], [0.79, -0.71, 2.82], [1.61, -1.88, 0.38], [1.36, -0.90, -1.05], [-0.79, -1.81, -1.15], [-2.14, -0.62, -2.29], [-1.48, 0.05, -2.02], [-2.86, -0.65, -1.65]],
  "nbo_charge": [-0.8832, -0.2087, -0.1040, -0.8447, -0.0768, -0.7448, 0.3641, 0.3645, 0.1866, 0.1894, 0.1987, 0.3512, 0.3700, 0.1760, 0.1651, 0.4960, -0.9726, 0.4983, 0.4747],
  "lumo_ev": 0.9,
  "total_charge": 0,
  "orbital_gap_ev": 10.16,
  "homo_ev": -9.28
}


Entry B
{
  "formula": "C3H12N2O2",
  "method": "wB97M-V/def2-TZVPD",
  "species": ["N", "C", "C", "N", "C", "O", "H", "H", "H", "H", "H", "H", "H", "H", "H", "H", "O", "H", "H"],
  "xyz": [[-0.51, -1.60, -0.14], [-0.66, -0.25, -0.61], [0.01, 0.92, 0.12], [-0.76, 1.26, 1.31], [0.00, 2.11, -0.89], [-0.08, 3.37, -0.26], [0.44, -1.93, -0.04], [-0.92, -1.83, 0.74], [-0.48, -0.25, -1.69], [-1.72, 0.04, -0.63], [1.02, 0.61, 0.42], [-1.57, 0.67, 1.45], [-0.80, 2.22, 1.55], [-0.90, 2.08, -1.50], [0.92, 2.12, -1.50], [0.57, 3.74, 0.35], [1.63, -4.09, 0.37], [1.50, -4.67, 1.11], [2.31, -4.50, -0.18]],
  "nbo_charge": [-0.8434, -0.2266, -0.0943, -0.8748, -0.0545, -0.7605, 0.3724, 0.3538, 0.1933, 0.1847, 0.1675, 0.3676, 0.3840, 0.1801, 0.1656, 0.4824, -0.9434, 0.4721, 0.4738],
  "lumo_ev": 0.8,
  "total_charge": 0,
  "orbital_gap_ev": 9.40,
  "homo_ev": -8.59
}


Going by the computed energies, the most stable comes first: entry A, entry B.


Entry A
{
  "formula": "C3H12N2O2",
  "method": "wB97M-V/def2-TZVPD",
  "species": ["H", "N", "C", "N", "C", "C", "H", "H", "H", "H", "H", "H", "H", "O", "H", "H", "O", "H", "H"],
  "xyz": [[1.88, -2.13, 0.44], [1.18, -1.41, 0.56], [0.93, -0.88, -0.58], [-0.18, -0.10, -0.76], [-1.51, -0.47, -0.32], [-2.18, -1.48, -1.28], [1.55, -1.21, -1.43], [-0.02, 0.68, -1.35], [-2.10, 0.44, -0.36], [-1.42, -0.89, 0.67], [-2.61, -0.94, -2.13], [-2.93, -2.09, -0.78], [-1.44, -2.15, -1.72], [0.41, 1.19, 2.54], [1.01, 0.47, 2.31], [-0.37, 0.84, 2.97], [2.52, 3.72, 0.20], [3.14, 3.02, -0.02], [2.14, 3.40, 1.03]],
  "nbo_charge": [0.3360, -0.7144, 0.2827, -0.6431, -0.2095, -0.6208, 0.1467, 0.3910, 0.2027, 0.2100, 0.2019, 0.2120, 0.2063, -0.9657, 0.4909, 0.4732, -0.9388, 0.4624, 0.4766],
  "lumo_ev": 0.8,
  "total_charge": 0,
  "orbital_gap_ev": 9.74,
  "homo_ev": -8.98
}


Entry B
{
  "formula": "C3H12N2O2",
  "method": "wB97M-V/def2-TZVPD",
  "species": ["H", "N", "C", "N", "C", "C", "H", "H", "H", "H", "H", "H", "H", "O", "H", "H", "O", "H", "H"],
  "xyz": [[-2.37, -2.82, 0.21], [-1.84, -2.10, 0.66], [-0.64, -2.00, 0.25], [0.15, -0.97, 0.67], [1.40, -0.60, 0.05], [1.84, 0.78, 0.50], [-0.14, -2.75, -0.37], [-0.28, -0.58, 1.50], [1.24, -0.63, -1.02], [2.15, -1.39, 0.21], [1.05, 1.44, 0.15], [2.77, 1.02, -0.02], [1.99, 0.86, 1.57], [-2.06, 1.42, 0.56], [-2.04, 0.50, 0.26], [-1.91, 1.41, 1.51], [-0.36, 2.38, -2.51], [-1.07, 1.74, -2.46], [0.14, 2.28, -1.69]],
  "nbo_charge": [0.3526, -0.7575, 0.2938, -0.6385, -0.2032, -0.6080, 0.1488, 0.3991, 0.1906, 0.1801, 0.2074, 0.2214, 0.2130, -0.9534, 0.4840, 0.4682, -0.9376, 0.4715, 0.4677],
  "lumo_ev": 0.7,
  "total_charge": 0,
  "orbital_gap_ev": 9.86,
  "homo_ev": -9.11
}


Going by the computed energies, the most stable comes first: entry B, entry A.


Entry A
{
  "formula": "C3H12N2O2",
  "method": "wB97M-V/def2-TZVPD",
  "species": ["N", "C", "C", "O", "H", "H", "H", "H", "H", "H", "H", "N", "C", "O", "H", "H", "H", "H", "H"],
  "xyz": [[0.98, -0.13, 0.40], [1.26, 0.27, -0.99], [1.76, 1.70, -1.02], [2.16, 2.04, -2.40], [1.54, -0.93, 0.68], [0.04, -0.48, 0.50], [0.40, 0.16, -1.71], [1.97, -0.45, -1.42], [2.67, 1.84, -0.40], [1.04, 2.35, -0.49], [2.45, 2.96, -2.39], [-2.25, -0.35, 2.16], [-2.43, -1.53, 1.38], [-1.36, -1.82, 0.42], [-1.33, -0.36, 2.59], [-2.39, 0.50, 1.63], [-2.47, -2.45, 1.96], [-3.39, -1.49, 0.80], [-1.60, -2.62, -0.06]],
  "nbo_charge": [-0.8671, -0.2472, -0.0692, -0.7348, 0.3556, 0.3886, 0.1851, 0.1857, 0.1597, 0.1663, 0.4655, -0.8309, 0.0874, -0.7752, 0.3724, 0.3719, 0.1548, 0.1559, 0.4756],
  "lumo_ev": 0.7,
  "total_charge": 0,
  "orbital_gap_ev": 9.87,
  "homo_ev": -9.14
}


Entry B
{
  "formula": "C3H12N2O2",
  "method": "wB97M-V/def2-TZVPD",
  "species": ["C", "C", "N", "C", "N", "H", "H", "H", "H", "H", "H", "H", "H", "O", "H", "H", "O", "H", "H"],
  "xyz": [[0.07, -1.24, 2.20], [-0.02, -1.23, 0.65], [-1.05, -0.30, 0.13], [-0.76, 0.65, -0.66], [-0.47, 0.36, -2.04], [0.48, -2.23, 2.49], [0.72, -0.38, 2.41], [-0.92, -1.09, 2.60], [0.92, -0.93, 0.21], [-0.33, -2.23, 0.37], [-1.05, 1.72, -0.46], [-0.62, -0.63, -2.17], [-1.30, 0.70, -2.56], [-3.67, -0.16, -0.97], [-4.35, -0.42, -0.32], [-2.86, -0.55, -0.62], [4.77, 2.91, -0.50], [4.75, 1.95, -0.51], [5.69, 3.10, -0.26]],
  "nbo_charge": [-0.6099, -0.2113, -0.6411, 0.4142, -0.8479, 0.2061, 0.2043, 0.2193, 0.1840, 0.1778, 0.1606, 0.3643, 0.3891, -0.9638, 0.4691, 0.4850, -0.9318, 0.4657, 0.4662],
  "lumo_ev": 0.3,
  "total_charge": 0,
  "orbital_gap_ev": 8.48,
  "homo_ev": -8.17
}


Going by the computed energies, the most stable comes first: entry A, entry B.


Entry A
{
  "formula": "C2H2N2OS",
  "method": "wB97M-V/def2-TZVPD",
  "species": ["S", "C", "C", "N", "O", "N", "H", "H"],
  "xyz": [[-2.11, -0.03, 0.00], [-0.35, -0.10, -0.01], [0.56, 0.99, 0.00], [1.77, 0.51, 0.00], [1.64, -0.84, 0.00], [0.33, -1.22, 0.00], [-2.24, -1.34, 0.00], [0.40, 2.02, 0.01]],
  "nbo_charge": [0.0643, -0.0481, -0.0962, -0.0508, -0.1346, -0.1133, 0.1490, 0.2297],
  "lumo_ev": 0.6,
  "total_charge": 0,
  "orbital_gap_ev": 10.37,
  "homo_ev": -9.77
}


Entry B
{
  "formula": "C2H2N2OS",
  "method": "wB97M-V/def2-TZVPD",
  "species": ["N", "C", "C", "S", "N", "O", "H", "H"],
  "xyz": [[2.80, 0.37, 0.01], [1.62, 0.44, -0.06], [0.17, 0.50, -0.07], [-0.83, 1.86, -0.01], [-0.32, -0.75, -0.05], [-1.65, -0.87, -0.02], [0.15, -1.62, 0.14], [-1.94, 0.07, 0.06]],
  "nbo_charge": [-0.2339, 0.2117, -0.0482, -0.1155, -0.2009, -0.5162, 0.4227, 0.4804],
  "lumo_ev": -0.9,
  "total_charge": 0,
  "orbital_gap_ev": 8.84,
  "homo_ev": -9.70
}


Going by the computed energies, the most stable comes first: entry B, entry A.


Entry A
{
  "formula": "C4H5FN2S",
  "method": "wB97M-V/def2-TZVPD",
  "species": ["F", "C", "C", "C", "N", "N", "C", "S", "H", "H", "H", "H", "H"],
  "xyz": [[0.26, 1.49, -1.29], [0.40, 0.98, -0.01], [-0.92, 0.66, 0.60], [-1.49, -0.53, -0.16], [-0.75, -1.45, -0.61], [0.64, -1.35, -0.45], [1.29, -0.24, -0.09], [2.96, -0.15, -0.08], [1.02, 1.70, 0.51], [-1.53, 1.57, 0.90], [-0.52, 0.26, 1.59], [-2.52, -0.75, -0.21], [1.14, -2.17, -0.68]],
  "nbo_charge": [-0.3500, 0.1261, -0.5206, 0.0806, -0.2186, -0.4154, 0.0789, -0.1145, 0.2072, 0.2589, 0.2465, 0.2071, 0.4138],
  "lumo_ev": -0.1,
  "total_charge": 0,
  "orbital_gap_ev": 8.66,
  "homo_ev": -8.81
}


Entry B
{
  "formula": "C4H5FN2S",
  "method": "wB97M-V/def2-TZVPD",
  "species": ["C", "S", "C", "N", "C", "F", "C", "N", "H", "H", "H", "H", "H"],
  "xyz": [[1.12, 1.83, 0.30], [-0.02, 1.50, -1.03], [-0.28, -0.11, -0.59], [-0.65, -1.01, -1.55], [-0.47, -0.50, 0.71], [-0.61, 0.47, 1.65], [-0.91, -1.89, 1.10], [-1.38, -2.93, 1.40], [1.85, 2.52, -0.22], [0.49, 2.15, 1.10], [1.75, 0.98, 0.58], [-1.06, -1.83, -1.25], [0.17, -1.19, -2.19]],
  "nbo_charge": [-0.7591, 0.3391, -0.0228, -0.7768, 0.1614, -0.3247, 0.1999, -0.3075, 0.2342, 0.2483, 0.2360, 0.3895, 0.3826],
  "lumo_ev": 0.4,
  "total_charge": 0,
  "orbital_gap_ev": 9.11,
  "homo_ev": -8.71
}


Going by the computed energies, the most stable comes first: entry A, entry B.


Entry A
{
  "formula": "C5H6O2",
  "method": "wB97M-V/def2-TZVPD",
  "species": ["C", "C", "C", "O", "C", "C", "O", "H", "H", "H", "H", "H", "H"],
  "xyz": [[-0.49, -1.43, -2.61], [-0.29, -0.52, -1.84], [-0.01, 0.49, -0.82], [0.22, 1.64, -1.10], [-0.08, -0.02, 0.63], [0.97, 0.64, 1.49], [-1.35, 0.31, 1.16], [-0.66, -2.22, -3.31], [0.06, -1.12, 0.62], [0.93, 0.21, 2.50], [0.77, 1.71, 1.54], [1.97, 0.48, 1.08], [-2.03, -0.17, 0.67]],
  "nbo_charge": [-0.1361, -0.1457, 0.4894, -0.4699, 0.0211, -0.6225, -0.6938, 0.2414, 0.1703, 0.2219, 0.2346, 0.2167, 0.4727],
  "lumo_ev": 0.0,
  "total_charge": 0,
  "orbital_gap_ev": 10.09,
  "homo_ev": -10.13
}


Entry B
{
  "formula": "C5H6O2",
  "method": "wB97M-V/def2-TZVPD",
  "species": ["C", "C", "O", "C", "O", "C", "C", "H", "H", "H", "H", "H", "H"],
  "xyz": [[-1.96, -0.47, -0.23], [-0.77, -0.12, 0.64], [0.25, -1.23, 0.44], [1.39, -0.64, 0.04], [2.44, -1.14, -0.21], [0.87, 0.73, 0.03], [-0.21, 1.30, 0.31], [-2.31, -1.47, 0.02], [-2.76, 0.26, -0.06], [-1.67, -0.45, -1.28], [-0.99, -0.14, 1.70], [3.07, 1.37, -0.63], [2.67, 1.99, -0.77]],
  "nbo_charge": [-0.6259, 0.1040, -0.4765, 0.7066, -0.5319, 0.0044, -0.1310, 0.2299, 0.2349, 0.2264, 0.2240, 0.0297, 0.0053],
  "lumo_ev": -0.6,
  "total_charge": 0,
  "orbital_gap_ev": 10.09,
  "homo_ev": -10.72
}


Going by the computed energies, the most stable comes first: entry A, entry B.